The following is a DFT calculation (ωB97M-V/def2-TZVPD) of a structure of composition C24H25BrN3O4W.

Summary:
HOMO level (alpha / beta), Ha: -0.3816 / -0.4395
Net charge: +1
Strongest force on any atom, Eh/bohr: 0.008
2S+1: 3
E_tot, eV: -109816.66811
Gap between HOMO and LUMO (alpha / beta), eV: 7.090 / 6.130
<S²>: 2.043
M, Da: 683.2

Last column: Löwdin spin population.
Cartesian coordinates (Å):
W: 0.70 -0.25 -0.63  0.89
Br: 0.25 -2.02 -2.32  0.09
C: 2.80 -0.08 -0.31  0.01
C: 4.20 -0.06 -0.24  0.00
C: 4.76 0.26 0.98  0.00
C: 3.98 0.50 2.12  0.00
C: 2.61 0.47 1.99  0.00
N: 2.13 0.21 0.78  0.01
C: 1.58 0.52 3.07  0.00
O: 1.80 0.41 4.24  0.00
O: 0.36 0.58 2.51  0.01
H: 4.81 -0.28 -1.10  0.00
H: 5.84 0.29 1.08  0.00
H: 4.43 0.69 3.09  0.00
C: 1.89 -3.07 0.93  0.00
O: 0.75 -2.18 0.96  0.00
C: -0.42 -2.83 1.36  0.00
C: -0.98 -3.80 0.56  0.01
C: -2.14 -4.44 0.95  0.00
C: -2.75 -4.09 2.15  0.00
C: -2.19 -3.11 2.95  0.00
C: -1.01 -2.46 2.57  0.00
N: -0.45 -1.46 3.41  0.01
C: -0.71 -0.08 3.25  0.01
C: -1.99 0.23 2.50  0.14
C: -3.05 0.70 3.23  0.01
C: -4.31 0.92 2.66  0.25
C: -4.55 0.63 1.30  0.00
C: -3.52 0.16 0.54  0.16
C: -2.19 -0.03 1.08  0.12
O: -1.31 -0.43 0.28  0.30
H: 2.78 -2.45 0.81  0.00
H: 1.81 -3.76 0.10  0.00
H: 1.95 -3.61 1.88  0.00
H: -0.50 -4.04 -0.39  0.00
H: -2.58 -5.20 0.32  0.00
H: -3.66 -4.59 2.46  0.00
H: -2.65 -2.83 3.88  0.00
H: -0.21 -1.74 4.34  0.00
H: -0.75 0.39 4.23  0.00
H: -2.92 0.91 4.28  0.00
H: -5.12 1.30 3.27  0.01
H: -5.53 0.79 0.88  0.00
H: -3.64 -0.07 -0.51  0.01
C: 0.72 3.63 -1.31  0.00
C: 0.07 2.48 -2.07  -0.01
C: 0.63 2.36 -3.49  0.00
C: -1.45 2.64 -2.10  0.00
N: 0.37 1.24 -1.38  -0.05
H: 0.51 4.57 -1.82  0.00
H: 1.80 3.49 -1.27  0.00
H: 0.34 3.68 -0.29  0.00
H: 0.41 3.27 -4.05  0.00
H: 0.18 1.51 -4.01  0.00
H: 1.71 2.22 -3.46  0.00
H: -1.72 3.55 -2.63  0.00
H: -1.85 2.70 -1.09  0.00
H: -1.92 1.79 -2.62  0.00